[1]
One molecule with the formula C6H10O2 at a distorted geometry. Source: OMol25; level of theory: wB97M-V/def2-TZVPD.

Properties
Frontier orbital gap   8.9 eV
Charge   0
Energy above the lowest of the compared OMol25 structures with the same formula, charge and spin   4.950 eV
E_tot   -10474.220 eV
2S+1   1

Each line ends with the natural charge from an NBO analysis.
CARTESIAN COORDINATES (ANGSTROEM)
O 1.830 -0.501 -0.511  -0.717
C 0.877 0.212 0.341  0.136
C 0.040 -0.591 1.151  -0.420
C -0.894 -1.362 0.060  -0.416
C -0.686 -0.432 -1.181  -0.466
C -0.244 0.863 -0.571  0.223
O -1.397 1.544 0.068  -0.721
C 0.994 1.590 -0.071  -0.405
H 2.635 -0.234 0.082  0.475
H -0.555 0.029 1.852  0.229
H 0.531 -1.266 1.664  0.210
H -1.866 -1.425 0.524  0.200
H -0.554 -2.363 -0.236  0.219
H -1.522 -0.272 -1.964  0.233
H 0.082 -1.010 -1.767  0.259
H -2.088 0.918 0.313  0.466
H 2.063 1.894 -0.479  0.241
H 0.754 2.406 0.726  0.255

---

[2]
One molecule with the formula C6H10O2 at a distorted geometry. Source: OMol25; level of theory: wB97M-V/def2-TZVPD.

Properties
Frontier orbital gap   8.7 eV
Charge   0
Energy above the lowest of the compared OMol25 structures with the same formula, charge and spin   3.522 eV
E_tot   -10475.648 eV
2S+1   1

Each line ends with the natural charge from an NBO analysis.
CARTESIAN COORDINATES (ANGSTROEM)
C 0.442 -0.108 0.069  -0.050
C -0.639 -0.804 -0.530  -0.074
C -0.855 0.102 1.077  -0.476
C 1.085 1.114 -0.517  -0.631
C -1.285 -0.418 -1.818  -0.644
C 0.720 -0.591 1.537  0.699
O 1.422 0.334 2.304  -0.744
O 0.784 -1.799 1.804  -0.714
H 2.376 0.202 2.243  0.488
H -0.757 -1.829 -0.189  0.256
H -1.584 -0.559 1.520  0.289
H -1.134 1.147 1.029  0.225
H 1.836 1.503 0.168  0.243
H 1.573 0.828 -1.451  0.234
H 0.370 1.901 -0.772  0.213
H -1.196 0.646 -2.030  0.220
H -0.817 -0.985 -2.628  0.235
H -2.342 -0.684 -1.814  0.230

---

[3]
C6H10O2 as an isolated structure at a distorted geometry. Source: OMol25; level of theory: wB97M-V/def2-TZVPD.

Properties
Frontier orbital gap   10.1 eV
Charge   0
Energy above the lowest of the compared OMol25 structures with the same formula, charge and spin   6.836 eV
E_tot   -10472.334 eV
2S+1   1

Each line ends with the natural charge from an NBO analysis.
CARTESIAN COORDINATES (ANGSTROEM)
C -2.104 -1.138 -0.026  -0.256
C -0.397 0.457 0.078  0.180
C -0.179 2.023 -0.225  -0.659
C 0.282 -0.449 -0.927  -0.527
C 1.535 -0.387 0.033  0.612
C 0.521 0.016 1.110  -0.597
H -1.730 -1.792 -0.852  0.169
H -3.208 -1.227 0.171  0.207
H -1.751 -1.717 0.825  0.150
H -1.317 2.247 -0.852  0.261
H 0.109 2.798 0.982  0.238
H 0.703 2.368 -1.187  0.253
H 0.350 -0.181 -2.063  0.244
H -0.156 -1.598 -0.558  0.248
H 0.861 0.752 1.747  0.245
H 0.623 -0.788 1.970  0.282
O -1.801 0.145 0.092  -0.517
O 2.747 -0.644 -0.147  -0.533

---

[4]
One molecule with the formula C6H10O2 at a distorted geometry. Source: OMol25; level of theory: wB97M-V/def2-TZVPD.

Properties
Frontier orbital gap   10.2 eV
Charge   0
Energy above the lowest of the compared OMol25 structures with the same formula, charge and spin   2.358 eV
E_tot   -10476.812 eV
2S+1   1

Each line ends with the natural charge from an NBO analysis.
CARTESIAN COORDINATES (ANGSTROEM)
C -0.153 2.263 0.528  -0.657
C -0.066 0.841 0.063  0.522
C -1.047 -0.388 0.398  -0.444
C -0.163 -1.441 -0.226  -0.317
C -0.022 -0.665 -1.513  -0.074
O 0.128 0.720 -1.326  -0.521
C 1.047 -1.154 0.556  -0.045
O 1.151 0.190 0.657  -0.563
H 0.492 2.978 -0.001  0.246
H -1.178 2.787 0.473  0.234
H 0.221 2.110 1.695  0.239
H -1.045 -0.407 1.460  0.219
H -2.108 -0.171 0.003  0.224
H -0.354 -2.506 -0.296  0.245
H 0.940 -0.873 -2.167  0.188
H -0.895 -0.959 -2.075  0.176
H 2.033 -1.684 0.172  0.175
H 1.020 -1.643 1.599  0.152

---

[5]
A 3-piece molecular cluster, C6H10O2S overall at a distorted geometry. Source: OMol25; level of theory: wB97M-V/def2-TZVPD.

Properties
Frontier orbital gap   8.8 eV
Charge   0
Energy above the lowest of the compared OMol25 structures with the same formula, charge and spin   3.333 eV
E_tot   -21310.160 eV
2S+1   1

Each line ends with the natural charge from an NBO analysis.
CARTESIAN COORDINATES (ANGSTROEM)
C 1.849 -3.074 -1.990  -0.257
C 2.162 -1.910 -2.112  0.044
C -1.873 2.533 3.367  -0.381
C -2.916 1.969 3.893  -0.383
C 1.403 0.421 -2.432  -0.590
C 2.562 -0.575 -2.310  -0.499
O -1.954 -2.557 1.368  -0.829
O -0.930 -0.981 -0.176  -0.832
S -1.977 -1.948 0.111  1.662
H 1.579 -3.996 -1.814  0.205
H -1.033 1.919 3.018  0.192
H -1.895 3.499 2.905  0.191
H -2.848 0.903 4.268  0.187
H -3.728 2.474 4.376  0.193
H 1.813 1.371 -2.693  0.208
H 0.681 0.407 -1.585  0.231
H 0.807 0.257 -3.413  0.202
H 3.156 -0.279 -1.539  0.228
H 3.143 -0.432 -3.243  0.228

---

[6]
A 2-piece molecular cluster, C6H10O2S overall at a distorted geometry. Source: OMol25; level of theory: wB97M-V/def2-TZVPD.

Properties
Frontier orbital gap (alpha / beta)   5.5 / 7.1 eV
Charge   0
Energy above the lowest of the compared OMol25 structures with the same formula, charge and spin   1.750 eV
E_tot   -21307.380 eV
2S+1   3

Each line ends with the natural charge from an NBO analysis.
CARTESIAN COORDINATES (ANGSTROEM)
C -0.070 1.575 -0.147  -0.258
C 0.236 0.313 0.070  -0.193
C 1.180 -0.519 -1.593  0.377
C -0.849 2.482 0.753  -0.638
C 2.210 -1.416 -1.076  -0.714
C -1.861 -1.180 0.756  -0.801
O 0.759 -0.187 -2.637  -0.449
O 0.601 -1.884 1.459  -0.956
S -0.229 -0.668 1.481  1.288
H 0.237 2.029 -1.083  0.242
H -1.764 2.785 0.242  0.230
H -0.277 3.385 0.960  0.231
H -1.106 1.995 1.689  0.211
H 2.614 -2.067 -1.854  0.237
H 1.799 -1.993 -0.245  0.273
H 3.009 -0.807 -0.654  0.212
H -1.678 -1.974 0.041  0.249
H -2.323 -0.327 0.274  0.230
H -2.488 -1.542 1.564  0.229